A cluster of 3 separate species, C30H62BrFN3O14P4 in total, computed with wB97M-V/def2-TZVPD.

XYZ file:
```
115
Properties=species:S:1:pos:R:3:mulliken_charge:R:1
C 4.472 0.235 -1.045 -0.301
C 3.352 -0.211 -0.811 -1.350
C 1.984 -0.850 -0.434 1.103
P 2.590 -2.497 0.357 0.128
N 2.217 -2.684 1.877 -0.380
C 1.260 -0.943 -1.869 0.191
C 1.891 -1.642 -3.126 -0.953
C 2.784 -2.925 -2.980 -0.781
C 1.857 -4.261 -2.925 0.270
C 2.091 -5.157 -4.212 -0.571
N 1.942 -6.603 -3.813 -0.632
C -0.186 -1.442 -1.302 -0.719
C -1.456 -0.952 -2.163 -0.266
C -1.677 -1.921 -3.423 0.179
O -1.551 -1.405 -4.510 -0.428
Br -2.085 -3.836 -3.221 -0.117
N -0.314 -0.893 0.119 0.168
C -0.996 -1.719 1.165 -0.725
C -0.806 -3.291 1.092 -0.316
O -0.534 -3.887 2.394 0.018
C 0.060 -5.162 2.227 0.013
O -0.279 -5.966 1.385 -0.496
C 0.908 -0.008 0.442 1.018
C 1.284 0.300 1.954 -1.262
C 2.777 0.748 2.239 -0.241
F 3.655 -0.287 2.656 -0.312
C 0.352 1.399 -0.066 -0.813
P 1.421 2.927 -0.046 0.654
O 0.573 3.966 -0.754 -0.621
O 2.838 2.880 -0.928 -0.571
O 1.629 3.603 1.509 -0.501
H 5.431 0.618 -1.469 0.493
H 4.025 -2.569 0.227 0.185
H 2.051 -3.636 -0.351 -0.080
H 3.042 -2.788 2.475 0.324
H 1.148 0.126 -2.270 0.258
H 2.496 -0.854 -3.690 0.485
H 1.036 -1.898 -3.844 0.227
H 3.590 -2.913 -2.191 0.216
H 3.346 -3.041 -3.970 0.652
H 2.145 -4.886 -2.013 0.275
H 0.777 -3.939 -2.834 -0.433
H 1.359 -4.923 -5.040 0.327
H 3.136 -5.053 -4.652 0.330
H 2.661 -6.748 -3.088 0.232
H 2.185 -7.208 -4.612 0.263
H -0.107 -2.553 -1.450 -0.163
H -2.417 -1.002 -1.557 0.465
H -1.228 0.097 -2.534 0.259
H -1.070 -0.211 -0.088 0.874
H -2.121 -1.572 1.004 0.339
H -0.840 -1.413 2.238 0.427
H -1.776 -3.785 0.740 0.479
H -0.006 -3.664 0.393 -0.044
H 0.943 -5.371 2.920 0.371
H 1.087 -0.552 2.685 0.327
H 0.626 1.155 2.331 0.599
H 3.284 1.309 1.401 0.081
H 2.723 1.484 3.112 0.345
H -0.527 1.704 0.606 0.669
H -0.099 1.385 -1.117 0.073
H 3.584 2.822 -0.281 0.370
H 2.519 4.018 1.519 0.398
O -0.611 3.923 -5.364 -0.778
P -1.172 5.248 -5.864 1.187
O -0.025 5.541 -7.023 -0.327
C -0.095 4.792 -8.230 -0.318
C -1.247 5.253 -9.104 -0.999
O -0.515 6.140 -4.634 -0.344
C -0.196 5.573 -3.368 -0.433
C 1.288 5.276 -3.296 -0.831
O -1.980 6.643 -6.386 -0.351
C -1.931 7.916 -5.747 -0.109
C -0.688 8.689 -6.136 -1.029
H -0.180 3.724 -8.005 0.276
H 0.848 4.945 -8.759 0.305
H -2.208 5.034 -8.628 0.279
H -1.223 4.750 -10.073 0.403
H -1.205 6.332 -9.263 0.221
H -0.800 4.690 -3.156 0.259
H -0.450 6.318 -2.607 0.375
H 1.600 4.591 -4.090 0.237
H 1.548 4.836 -2.334 0.165
H 1.867 6.194 -3.432 0.319
H -2.050 7.832 -4.666 0.231
H -2.806 8.470 -6.098 0.357
H 0.225 8.176 -5.829 0.229
H -0.694 9.679 -5.675 0.386
H -0.634 8.806 -7.221 0.288
O -2.105 -0.666 6.096 -0.761
P -1.648 -1.626 7.188 1.245
O -2.254 -3.014 6.516 -0.421
C -1.555 -3.570 5.411 -0.080
C -0.255 -4.219 5.847 -0.845
O -2.905 -1.275 8.205 -0.405
C -3.604 -0.036 8.159 -0.348
C -4.903 -0.206 7.396 -1.135
O -0.976 -2.578 8.417 -0.346
C -1.520 -2.750 9.724 -0.130
C -2.616 -3.796 9.740 -1.023
H -1.372 -2.798 4.657 0.094
H -2.207 -4.323 4.961 0.292
H 0.447 -3.469 6.227 0.282
H 0.219 -4.737 5.012 0.142
H -0.430 -4.933 6.654 0.284
H -2.986 0.761 7.742 0.350
H -3.829 0.247 9.192 0.340
H -4.727 -0.561 6.377 0.271
H -5.451 0.737 7.346 0.398
H -5.534 -0.953 7.883 0.293
H -1.839 -1.802 10.158 0.246
H -0.699 -3.101 10.355 0.342
H -3.460 -3.511 9.110 0.238
H -2.984 -3.947 10.757 0.392
H -2.242 -4.747 9.356 0.285
```

For the LUMO energy, the calculation gives -3.13 eV. The total charge is +1. For the total energy, the calculation gives -6436.7194 Eh.

---

The ion C5H2NO2S with charge -1, computed with wB97M-V/def2-TZVPD.

XYZ file:
```
11
Properties=species:S:1:pos:R:3:nbo_charge:R:1
C -0.310 -1.565 -1.249 -0.369
C 0.444 -1.178 -0.279 -0.187
C 1.313 0.022 1.165 0.899
C -0.875 1.257 1.154 0.526
C -0.248 -0.118 -1.258 -0.462
N 0.363 0.833 1.420 -0.685
O 2.406 -0.339 1.276 -0.555
O -1.457 1.970 1.936 -0.623
S -1.621 0.879 -0.411 0.083
H -0.489 -2.299 -2.026 0.193
H 0.474 0.539 -1.729 0.181
```

For the LUMO energy, the calculation gives 3.60 eV. The total charge is -1. For the total energy, the calculation gives -795.0832 Eh.